Below is a structure of composition C25H28ClIrN3O2P, with properties calculated with ωB97M-V/def2-TZVPD.

Each line ends with the Mulliken charge.
Geometry (Å):
Ir  1.114  0.116  0.608  1.60
Cl  -0.200  1.177  2.516  -0.17
C  -1.752  0.363  2.658  1.03
C  -2.462  0.514  3.829  -0.71
C  -3.685  -0.137  3.944  -0.58
C  -4.165  -0.909  2.897  -0.82
C  -3.427  -1.047  1.729  -0.61
C  -2.205  -0.394  1.595  -0.31
P  -1.182  -0.559  0.120  1.12
C  -1.915  -1.839  -0.888  0.17
C  -1.725  -3.177  -0.543  -0.09
C  -2.352  -4.164  -1.281  -0.81
C  -3.155  -3.821  -2.363  -0.53
C  -3.337  -2.490  -2.708  -0.79
C  -2.709  -1.490  -1.981  -0.25
C  -1.318  1.014  -0.773  0.53
C  -0.380  1.252  -1.791  -0.29
C  -0.350  2.483  -2.434  -0.78
C  -1.262  3.468  -2.078  -0.69
C  -2.230  3.211  -1.110  -0.64
C  -2.251  1.997  -0.443  -0.96
H  -2.070  1.120  4.636  0.53
H  -4.252  -0.042  4.860  0.42
H  -5.119  -1.411  2.988  0.45
H  -3.802  -1.653  0.915  0.49
H  -1.083  -3.441  0.288  0.41
H  -2.210  -5.204  -1.019  0.44
H  -3.638  -4.597  -2.943  0.43
H  -3.971  -2.225  -3.544  0.45
H  -2.855  -0.452  -2.250  0.43
H  0.272  0.450  -2.123  0.64
H  0.369  2.664  -3.222  0.48
H  -1.230  4.434  -2.565  0.45
H  -2.979  3.959  -0.885  0.46
H  -3.000  1.807  0.316  0.54
N  1.916  2.134  0.448  -0.65
C  2.631  2.701  1.610  -0.69
C  3.732  1.755  2.025  -0.52
C  3.215  0.630  2.891  -0.63
N  2.639  -0.438  2.036  -0.56
H  2.590  2.034  -0.336  0.44
H  1.164  2.753  0.152  0.21
H  1.919  2.867  2.419  0.39
H  3.056  3.671  1.349  0.48
H  4.512  2.301  2.554  0.41
H  4.191  1.340  1.121  0.24
H  2.442  0.975  3.576  0.33
H  4.030  0.222  3.489  0.45
H  2.286  -1.200  2.611  0.35
H  3.383  -0.820  1.455  0.34
O  3.652  1.302  -1.372  -0.76
C  3.267  0.177  -1.634  0.38
C  3.694  -0.696  -2.794  -0.68
C  2.848  -1.970  -2.676  -0.48
C  1.980  -1.733  -1.465  0.29
O  1.117  -2.439  -1.011  -0.47
N  2.312  -0.503  -0.900  -0.31
H  4.766  -0.879  -2.723  0.37
H  3.518  -0.144  -3.717  0.34
H  3.444  -2.869  -2.525  0.38
H  2.212  -2.150  -3.541  0.30

Results
- E_LUMO (spin up / spin down): -7.9 / -7.9 eV
- HOMO energy (spin up / spin down): -14.20 / -14.19 eV
- Maximum force: 0.0650 hartree/bohr
- Energy relative to the best compared isomer or geometry (same formula, charge and spin): 1.497 eV
- Orbital gap (spin up / spin down): 6.323 / 6.320 eV
- Total charge: +2
- Calculated total energy: -59581.9549 eV


Below is a structure of composition C25H28F5O3V, with properties calculated with ωB97M-V/def2-TZVPD.

Each line ends with the Mulliken charge.
Geometry (Å):
O  0.281  0.064  -6.046  -0.28
C  0.411  1.324  -6.785  -0.36
C  0.402  0.676  -8.155  -0.80
H  1.355  1.816  -6.507  0.18
H  -0.471  1.962  -6.613  0.19
C  0.353  -0.630  -7.337  1.37
H  1.313  0.778  -8.736  0.32
H  -0.486  0.906  -8.737  0.31
C  1.639  -1.408  -7.489  -1.70
H  2.488  -0.772  -7.228  0.38
H  1.729  -1.733  -8.532  0.40
H  1.610  -2.283  -6.833  0.38
C  -0.875  -1.486  -7.601  -1.70
H  -1.800  -0.921  -7.433  0.37
H  -0.824  -2.365  -6.946  0.36
H  -0.840  -1.828  -8.644  0.40
V  -0.328  -0.628  -0.400  0.74
C  -2.347  -0.857  0.717  -0.31
C  -2.108  0.549  0.672  -0.67
C  -2.055  0.961  -0.692  -0.61
H  -2.095  1.224  1.526  0.54
C  -2.257  -0.211  -1.515  -0.29
C  -2.464  -1.331  -0.638  -0.80
H  -2.730  -2.335  -0.954  0.52
H  -2.520  -1.445  1.624  0.44
H  -2.032  1.994  -1.043  0.47
H  -2.340  -0.210  -2.597  0.49
C  1.033  -2.203  0.730  -0.04
C  0.121  -2.835  -0.168  -0.60
C  0.449  -2.417  -1.515  -0.64
H  -0.643  -3.561  0.106  0.51
C  1.578  -1.518  -1.424  -0.67
C  1.926  -1.398  -0.036  -0.83
H  2.834  -0.927  0.341  0.56
H  1.109  -2.388  1.809  0.44
H  -0.002  -2.782  -2.432  0.49
H  2.132  -1.105  -2.262  0.75
O  1.912  1.751  -4.185  -0.54
C  0.750  1.021  -3.676  0.40
C  -0.489  1.933  -3.811  0.35
H  0.857  0.898  -2.556  -0.42
H  0.752  0.031  -4.135  0.60
C  0.146  3.331  -3.871  -0.58
H  -1.114  1.847  -2.917  -0.63
H  -1.102  1.696  -4.689  0.22
C  1.630  3.049  -3.556  -0.25
H  -0.342  4.036  -3.166  0.42
H  0.104  3.683  -4.917  0.15
H  1.708  2.933  -2.458  -0.09
H  2.339  3.822  -3.857  0.47
F  2.601  3.278  4.920  -0.32
C  2.171  2.685  3.789  0.60
C  2.549  3.187  2.542  0.00
F  3.374  4.255  2.477  -0.30
C  2.061  2.600  1.388  0.09
F  2.476  3.084  0.196  -0.28
C  1.159  1.500  1.419  -0.06
O  0.696  0.972  0.331  0.30
C  0.828  1.023  2.707  0.18
F  0.011  -0.056  2.821  -0.35
C  1.306  1.598  3.862  0.01
F  0.929  1.124  5.065  -0.30

Results
- E_LUMO (spin up / spin down): 0.2 / 0.3 eV
- HOMO energy (spin up / spin down): -7.81 / -7.81 eV
- Maximum force: 0.0479 hartree/bohr
- Spin multiplicity: 3
- Orbital gap (spin up / spin down): 7.991 / 8.075 eV
- Total charge: 0
- Calculated total energy: -71793.8682 eV


Below is an isolated molecule of C25H28FN3O5, with properties calculated with ωB97M-V/def2-TZVPD.

Each line ends with the Mulliken charge.
Geometry (Å):
C  -2.333  4.782  -0.599  -1.37
C  -2.488  3.450  0.118  -0.01
O  -1.316  2.640  -0.009  -0.33
C  -0.305  2.938  0.838  0.76
O  -0.358  3.793  1.689  -0.66
N  0.777  2.148  0.633  0.05
C  0.887  1.144  -0.396  0.07
C  2.118  1.432  -1.268  -1.23
N  3.292  1.539  -0.434  0.19
C  4.371  0.732  -0.414  0.94
O  5.323  0.938  0.316  -0.68
C  4.399  -0.465  -1.376  -0.84
O  3.230  -1.255  -1.410  -0.46
C  2.764  -1.791  -0.237  0.43
C  3.450  -1.757  0.972  -0.84
C  2.872  -2.290  2.114  -0.94
C  1.608  -2.841  2.069  -0.96
C  0.918  -2.880  0.861  0.87
C  1.494  -2.375  -0.298  1.07
C  0.722  -2.487  -1.579  -1.04
C  -0.756  -2.258  -1.291  -0.40
N  -1.217  -3.134  -0.236  0.04
C  -2.640  -3.407  -0.203  -1.40
C  -3.430  -2.130  -0.069  0.38
C  -3.109  -1.228  0.941  -0.09
C  -3.783  -0.028  1.060  -0.34
C  -4.792  0.256  0.158  0.29
F  -5.452  1.432  0.257  -0.38
C  -5.143  -0.624  -0.848  -0.78
C  -4.449  -1.817  -0.958  -0.49
C  -0.462  -3.435  0.854  0.25
O  -0.897  -4.103  1.776  -0.72
C  3.170  2.589  0.560  -0.97
C  1.960  2.298  1.451  -0.79
H  -2.085  4.622  -1.646  0.31
H  -3.266  5.335  -0.537  0.41
H  -1.545  5.365  -0.131  0.34
H  -2.690  3.618  1.180  0.39
H  -3.288  2.855  -0.324  0.08
H  -0.016  1.154  -1.004  0.40
H  0.999  0.160  0.076  -0.12
H  2.237  0.649  -2.013  0.40
H  1.976  2.392  -1.780  0.38
H  4.531  -0.104  -2.401  0.42
H  5.276  -1.067  -1.108  0.38
H  4.432  -1.318  1.039  0.50
H  3.420  -2.261  3.043  0.43
H  1.134  -3.247  2.949  0.52
H  1.082  -1.766  -2.312  0.35
H  0.865  -3.490  -1.992  0.45
H  -1.351  -2.468  -2.185  0.45
H  -0.928  -1.208  -1.013  0.13
H  -2.809  -4.053  0.664  0.42
H  -2.931  -3.944  -1.111  0.41
H  -2.323  -1.473  1.640  0.44
H  -3.539  0.681  1.836  0.50
H  -5.939  -0.371  -1.530  0.44
H  -4.710  -2.512  -1.743  0.36
H  4.088  2.609  1.147  0.45
H  3.038  3.550  0.053  0.33
H  1.786  3.117  2.151  0.53
H  2.133  1.370  2.010  0.23

Results
- E_LUMO: 0.5 eV
- HOMO energy: -8.90 eV
- Maximum force: 0.0100 hartree/bohr
- Energy relative to the best compared isomer or geometry (same formula, charge and spin): 0.000 eV
- Orbital gap: 9.371 eV
- Total charge: 0
- Calculated total energy: -43806.7141 eV